*1*
Entry from OMol25: C24H32N2O3 in the gas phase (ωB97M-V with the def2-TZVPD basis set).

Results
LUMO	0.73	eV
highest occupied orbital energy	-8.33	eV
SMILES string	CCOc1ccccc1CN1CCC[C@@H](CNC(=O)Cc2ccc(OC)cc2)C1

```
61
C24H32N2O3 | OMol25 | ωB97M-V with the def2-TZVPD basis set
C -1.59 -2.31 -2.31
C -1.86 -2.57 -0.83
O -0.82 -2.13 0.01
C 0.34 -2.83 0.10
C 0.57 -4.07 -0.50
C 1.77 -4.73 -0.32
C 2.77 -4.17 0.45
C 2.55 -2.94 1.06
C 1.36 -2.26 0.89
C 1.16 -0.90 1.52
N 1.61 0.23 0.70
C 3.04 0.24 0.45
C 3.43 1.58 -0.17
C 2.67 1.79 -1.48
C 1.17 1.69 -1.21
C 0.36 1.86 -2.51
N -1.05 1.92 -2.25
C -1.70 3.10 -2.06
O -1.26 4.17 -2.43
C -3.04 2.93 -1.34
C -2.76 2.25 -0.03
C -3.26 0.98 0.26
C -2.91 0.34 1.43
C -2.04 0.94 2.34
O -1.74 0.22 3.45
C -0.83 0.76 4.38
C -1.55 2.21 2.06
C -1.91 2.85 0.89
C 0.87 0.35 -0.54
H -1.43 -1.24 -2.47
H -2.44 -2.63 -2.90
H -0.70 -2.84 -2.64
H -2.07 -3.64 -0.66
H -2.73 -2.00 -0.51
H -0.20 -4.54 -1.10
H 1.92 -5.69 -0.80
H 3.71 -4.68 0.59
H 3.32 -2.51 1.68
H 0.10 -0.75 1.73
H 1.72 -0.85 2.46
H 3.55 0.12 1.41
H 3.35 -0.58 -0.22
H 4.51 1.60 -0.35
H 3.18 2.38 0.53
H 2.91 2.77 -1.90
H 2.96 1.03 -2.20
H 0.88 2.49 -0.52
H 0.64 2.79 -3.00
H 0.57 1.02 -3.19
H -1.46 1.11 -1.80
H -3.47 3.92 -1.19
H -3.72 2.34 -1.96
H -3.92 0.50 -0.44
H -3.29 -0.64 1.67
H -1.21 1.67 4.83
H 0.14 0.96 3.91
H -0.71 0.00 5.15
H -0.88 2.71 2.74
H -1.52 3.83 0.67
H -0.19 0.28 -0.29
H 1.12 -0.46 -1.24
```

---

*2*
Entry from OMol25: C24H32N2O3 in the gas phase (ωB97M-V with the def2-TZVPD basis set).

Results
LUMO	0.53	eV
highest occupied orbital energy	-8.03	eV
SMILES string	CC1=C(C(=O)N2CCN(c3cc(C)ccc3C)CC2)[C@]2(CC[C@H](C)CC2)OC1=O

```
61
C24H32N2O3 | OMol25 | ωB97M-V with the def2-TZVPD basis set
C -2.29 0.67 3.24
C -0.81 0.84 3.15
C 0.11 0.16 2.47
C -0.05 -1.06 1.62
O 0.48 -2.11 1.93
N -0.82 -0.93 0.52
C -1.28 0.31 -0.06
C -0.60 0.53 -1.42
N -0.71 -0.60 -2.32
C -1.76 -0.67 -3.24
C -2.97 0.00 -3.04
C -4.00 -0.05 -3.96
C -5.30 0.65 -3.70
C -3.82 -0.79 -5.12
C -2.61 -1.43 -5.35
C -1.57 -1.36 -4.44
C -0.25 -1.99 -4.80
C -0.27 -1.82 -1.68
C -1.01 -2.06 -0.36
C 1.48 0.72 2.78
C 2.21 1.17 1.51
C 3.59 1.73 1.84
C 4.44 0.70 2.59
C 5.82 1.27 2.90
C 3.71 0.30 3.87
C 2.33 -0.29 3.56
O 1.20 1.85 3.60
C -0.11 1.93 3.87
O -0.59 2.78 4.58
H -2.79 1.50 2.75
H -2.60 -0.26 2.77
H -2.58 0.68 4.28
H -2.37 0.25 -0.18
H -1.05 1.15 0.60
H 0.47 0.69 -1.24
H -1.00 1.42 -1.91
H -3.13 0.57 -2.14
H -5.17 1.46 -2.99
H -6.03 -0.05 -3.29
H -5.71 1.06 -4.62
H -4.61 -0.86 -5.85
H -2.47 -1.97 -6.28
H 0.56 -1.50 -4.28
H -0.09 -1.91 -5.87
H -0.23 -3.05 -4.55
H 0.80 -1.75 -1.47
H -0.44 -2.67 -2.34
H -2.08 -2.18 -0.55
H -0.63 -2.95 0.15
H 2.31 0.30 0.85
H 1.61 1.92 1.00
H 3.46 2.62 2.47
H 4.08 2.04 0.92
H 4.55 -0.18 1.95
H 6.42 0.53 3.42
H 5.73 2.15 3.53
H 6.33 1.55 1.99
H 4.30 -0.44 4.41
H 3.59 1.17 4.51
H 2.42 -1.20 2.97
H 1.81 -0.54 4.49
```

---

It is *1* that is the least stable of them.